{"formula": "C47H61BN10NaOP", "method": "ωB97M-V with the def2-TZVPD basis set", "homo_energy_ha": -0.2984, "e_lumo_ev": 0.107, "homo_lumo_gap_ev": 8.23, "symbols": ["Na", "C", "C", "C", "C", "C", "C", "N", "N", "B", "N", "C", "C", "C", "N", "C", "C", "C", "N", "C", "C", "C", "N", "C", "C", "C", "H", "H", "H", "H", "H", "H", "H", "H", "H", "H", "H", "H", "H", "H", "H", "H", "H", "H", "H", "H", "H", "H", "H", "H", "H", "H", "H", "H", "C", "C", "C", "C", "C", "C", "C", "C", "C", "H", "H", "H", "H", "H", "H", "H", "H", "H", "H", "H", "H", "O", "H", "H", "C", "C", "C", "C", "C", "C", "P", "C", "C", "C", "C", "C", "C", "C", "C", "C", "C", "C", "C", "H", "H", "H", "H", "H", "H", "H", "H", "H", "H", "H", "H", "H", "H", "H", "N", "C", "N", "N", "C", "N", "H", "H", "H", "H"], "xyz": [[-0.993147, -0.376260, 0.027687], [-5.008802, -0.091023, -0.848918], [-5.204138, 1.401627, -1.087121], [-6.560245, 1.860533, -0.547627], [-4.095295, 2.223045, -0.485113], [-4.033604, 3.628753, -0.358968], [-2.838133, 3.868903, 0.278723], [-2.241787, 2.680200, 0.498751], [-3.007103, 1.665941, 0.030316], [-0.983430, 2.265958, 1.286047], [0.032213, 3.403554, 1.386933], [0.100732, 4.489828, 2.182135], [1.195248, 5.233215, 1.803706], [1.762771, 4.502121, 0.740404], [1.058320, 3.406457, 0.501774], [3.001362, 4.793575, -0.054799], [2.922268, 6.159707, -0.734799], [4.246825, 4.698407, 0.828537], [-1.365652, 1.592539, 2.610771], [-1.918085, 2.082927, 3.732416], [-2.116082, 1.041934, 4.609824], [-1.671633, -0.093503, 3.906936], [-1.214859, 0.246832, 2.706431], [-1.674306, -1.520258, 4.366552], [-0.883777, -1.679223, 5.665557], [-3.103411, -2.036287, 4.538720], [-5.816076, -0.655253, -1.320524], [-4.058484, -0.442195, -1.246480], [-5.019554, -0.309122, 0.221850], [-5.200033, 1.581133, -2.169056], [-6.610262, 1.702820, 0.532094], [-6.735542, 2.919666, -0.739667], [-7.369100, 1.293653, -1.012455], [-4.755705, 4.358037, -0.686101], [-2.362473, 4.789670, 0.579058], [-0.456045, 1.405880, 0.652814], [-0.623719, 4.658243, 2.963044], [1.539868, 6.155992, 2.240115], [3.059626, 4.018528, -0.825223], [2.846207, 6.957365, 0.008366], [3.815561, 6.346806, -1.334089], [2.049296, 6.225017, -1.385771], [4.225620, 5.468141, 1.604112], [4.300411, 3.729976, 1.328257], [5.154844, 4.836504, 0.237285], [-2.142302, 3.133290, 3.830653], [-2.533167, 1.092032, 5.601868], [-1.186941, -2.101440, 3.579797], [-1.333675, -1.085286, 6.464418], [-0.874606, -2.721427, 5.991112], [0.148404, -1.343688, 5.547721], [-3.628023, -1.461772, 5.305670], [-3.669909, -1.944166, 3.610247], [-3.106944, -3.085077, 4.846230], [-0.119844, -5.077356, 3.780280], [-0.401028, -4.828350, 2.323713], [0.527155, -5.170383, 1.351494], [0.304888, -4.888547, 0.007027], [1.326270, -5.302832, -1.018008], [-0.872800, -4.245353, -0.357774], [-1.840942, -3.920602, 0.593406], [-3.154079, -3.319304, 0.182612], [-1.586785, -4.217810, 1.926186], [0.593392, -5.890957, 3.914467], [-1.031038, -5.326319, 4.325867], [0.304848, -4.184164, 4.247375], [1.446960, -5.668134, 1.644126], [1.516502, -6.376402, -0.963203], [2.279941, -4.796309, -0.850704], [0.989665, -5.075931, -2.028076], [-1.053398, -4.005366, -1.401170], [-3.528837, -2.618519, 0.931992], [-3.910549, -4.099015, 0.065225], [-3.071369, -2.791174, -0.765797], [-2.336530, -3.977252, 2.672193], [-0.336224, 2.353386, -1.901146], [-1.061357, 2.731488, -1.384256], [0.406273, 2.372079, -1.266090], [6.952312, 0.969972, -2.151064], [6.334335, 1.491262, -1.019889], [4.988860, 1.255872, -0.796934], [4.241004, 0.484002, -1.689623], [4.867139, -0.035435, -2.817020], [6.217183, 0.209529, -3.045699], [2.465399, 0.287649, -1.274655], [2.593105, -0.924858, 0.090228], [1.842526, -0.680216, 1.238276], [1.893290, -1.550210, 2.322674], [2.716597, -2.661821, 2.271965], [3.491009, -2.903541, 1.140964], [3.430795, -2.042371, 0.058289], [1.846707, -0.683366, -2.694363], [1.545427, -2.040726, -2.685584], [1.047056, -2.657436, -3.827336], [0.857362, -1.930961, -4.991380], [1.152928, -0.573489, -5.010667], [1.625130, 0.046688, -3.866014], [8.002469, 1.159480, -2.332591], [6.900488, 2.088311, -0.316015], [4.505936, 1.671577, 0.081048], [4.305092, -0.638716, -3.519134], [6.693584, -0.201665, -3.926909], [1.246904, 0.224001, 1.316721], [1.294786, -1.335798, 3.198811], [2.766231, -3.339848, 3.115379], [4.146352, -3.765686, 1.108563], [4.046422, -2.225693, -0.815656], [1.683128, -2.618127, -1.780363], [0.803826, -3.711933, -3.809427], [0.465883, -2.415207, -5.876793], [0.998757, 0.002716, -5.915179], [1.829519, 1.112936, -3.871741], [-1.543688, 1.524033, -4.252982], [-2.123468, 0.494494, -4.870352], [-2.487191, 0.655605, -6.168472], [-2.365030, -0.685592, -4.339940], [-1.988487, -0.888990, -3.099729], [-1.678078, -1.146220, -2.012919], [-1.312520, 2.353579, -4.771459], [-1.096166, 1.464783, -3.335736], [-2.584747, 1.579208, -6.549071], [-3.072810, -0.067494, -6.548183]], "forces_ev_per_a": [[-0.393, -0.159, 0.266], [-0.010, -0.014, 0.023], [0.010, 0.020, -0.010], [-0.008, 0.006, -0.002], [-0.017, 0.016, 0.006], [-0.037, -0.017, -0.017], [0.063, -0.030, 0.001], [-0.091, -0.008, 0.040], [0.016, 0.009, 0.005], [0.094, -0.178, -0.051], [-0.010, 0.013, 0.091], [-0.038, 0.000, -0.036], [0.016, -0.001, 0.040], [0.027, -0.030, -0.014], [-0.099, 0.063, -0.034], [0.004, -0.006, 0.013], [-0.010, 0.011, -0.004], [-0.004, 0.010, 0.007], [0.052, 0.019, -0.001], [0.047, 0.015, -0.010], [-0.097, -0.023, -0.033], [0.078, 0.018, 0.040], [-0.109, 0.022, -0.031], [0.049, 0.006, 0.007], [0.006, -0.005, 0.016], [-0.015, 0.004, 0.002], [0.011, 0.002, -0.003], [0.000, 0.001, -0.008], [0.000, 0.010, -0.007], [0.014, -0.013, -0.010], [0.005, 0.002, -0.006], [-0.002, -0.006, 0.001], [0.004, 0.002, 0.000], [0.011, -0.008, 0.008], [-0.015, -0.008, 0.007], [0.318, 0.222, -0.061], [0.018, 0.014, -0.010], [0.000, -0.011, -0.001], [0.003, -0.001, 0.012], [-0.001, -0.009, -0.001], [-0.005, -0.006, -0.001], [0.009, -0.005, 0.002], [0.009, 0.000, -0.011], [0.005, -0.001, -0.007], [-0.006, 0.000, 0.007], [0.007, -0.013, 0.016], [-0.004, -0.003, -0.014], [0.020, -0.022, -0.028], [0.001, -0.003, -0.004], [0.005, -0.008, -0.004], [-0.007, -0.004, -0.006], [0.002, -0.003, -0.002], [0.009, -0.006, 0.002], [0.005, 0.006, -0.006], [0.002, -0.004, 0.015], [-0.005, 0.005, 0.013], [0.005, 0.019, 0.003], [-0.008, 0.002, 0.002], [0.012, 0.005, 0.005], [0.007, 0.008, 0.005], [0.140, -0.063, -0.022], [-0.134, 0.059, -0.030], [-0.001, -0.001, 0.016], [-0.006, 0.000, -0.002], [0.000, 0.002, -0.005], [0.001, 0.009, -0.003], [-0.002, 0.009, 0.000], [-0.005, 0.004, 0.004], [-0.008, 0.014, -0.008], [-0.005, 0.011, -0.015], [-0.002, -0.002, 0.009], [0.022, -0.009, 0.010], [-0.002, -0.002, 0.005], [0.005, -0.011, -0.004], [-0.011, 0.007, 0.013], [0.042, -0.053, 0.056], [-0.030, -0.019, -0.040], [0.042, 0.088, -0.087], [-0.001, 0.014, 0.032], [0.018, -0.007, -0.008], [-0.007, -0.014, -0.026], [0.012, 0.069, 0.010], [0.016, -0.026, 0.017], [-0.030, -0.025, -0.015], [-0.011, 0.084, 0.036], [-0.047, -0.038, 0.009], [0.001, 0.035, 0.032], [0.005, -0.015, -0.028], [-0.017, -0.011, 0.011], [0.003, 0.000, -0.025], [-0.005, -0.013, 0.007], [0.059, -0.020, -0.063], [-0.014, 0.008, 0.011], [0.003, 0.012, 0.008], [-0.017, -0.007, 0.000], [-0.012, 0.030, 0.013], [0.015, -0.013, 0.011], [-0.001, -0.002, 0.001], [0.000, 0.000, -0.002], [-0.003, 0.019, -0.004], [-0.001, 0.010, -0.015], [-0.002, 0.002, -0.001], [-0.009, -0.021, -0.030], [-0.017, -0.015, 0.012], [-0.002, 0.003, -0.006], [-0.002, 0.004, -0.001], [0.003, -0.004, 0.007], [-0.010, -0.026, -0.014], [-0.003, -0.008, 0.015], [0.007, 0.001, -0.001], [-0.005, 0.003, 0.006], [-0.008, -0.006, -0.016], [0.101, 0.122, 0.002], [0.009, -0.042, -0.033], [0.015, 0.002, -0.003], [-0.048, 0.025, 0.121], [0.137, -0.080, -0.075], [0.008, 0.054, -0.106], [-0.030, -0.015, -0.032], [-0.085, -0.063, 0.034], [-0.013, 0.005, -0.005], [-0.013, 0.004, -0.005]], "lowdin_charge": [0.313, -0.080, -0.372, -0.072, -0.278, -0.019, -0.072, -0.054, 0.138, -0.582, -0.018, -0.080, -0.015, -0.292, 0.120, -0.378, -0.070, -0.072, -0.018, -0.069, -0.013, -0.292, 0.133, -0.382, -0.066, -0.066, 0.081, 0.036, 0.082, 0.136, 0.088, 0.067, 0.075, 0.095, 0.119, 0.061, 0.110, 0.099, 0.125, 0.076, 0.075, 0.079, 0.079, 0.070, 0.075, 0.114, 0.101, 0.102, 0.078, 0.070, 0.076, 0.081, 0.075, 0.072, -0.043, -0.265, -0.027, -0.258, -0.044, -0.010, -0.259, -0.045, -0.019, 0.078, 0.080, 0.066, 0.120, 0.085, 0.067, 0.056, 0.109, 0.072, 0.089, 0.042, 0.104, -0.095, 0.027, -0.012, -0.092, -0.083, -0.106, -0.367, -0.086, -0.085, 1.123, -0.366, -0.098, -0.059, -0.080, -0.081, -0.094, -0.386, -0.085, -0.080, -0.089, -0.097, -0.128, 0.100, 0.103, 0.092, 0.099, 0.102, 0.074, 0.094, 0.104, 0.107, 0.113, 0.078, 0.093, 0.104, 0.103, 0.108, 0.204, -0.512, 0.160, 0.123, -0.316, 0.164, 0.117, 0.060, 0.102, 0.107]}